No. 1
Here is a structure of composition C15H20N5O10PtS2Se2 from the OMol25 dataset. Energies are from ωB97M-V with the def2-TZVPD basis set.

XYZ file:
```
55
Properties=species:S:1:pos:R:3:forces:R:3
Pt -0.326475 -1.792785 0.537789 -0.0467 -0.2850 -0.0567
C 4.589998 -1.161561 1.475890 -0.0304 -0.0274 0.0292
C 3.406613 -1.058539 2.358045 0.0736 0.0283 -0.0044
N 3.410234 -0.920541 3.648816 -0.0628 0.0443 0.0129
N 2.079854 -0.888028 3.986313 0.0795 -0.0269 0.1036
C 1.273771 -1.023491 2.938001 -0.1105 -0.0185 -0.2088
S -0.419002 -1.064112 2.811222 0.0675 -0.0748 0.0541
N 2.115959 -1.117096 1.896658 0.0697 -0.0388 0.1455
N 1.678032 -1.258921 0.571131 -0.0067 0.3449 0.3488
H 5.487061 -1.025802 2.073748 -0.0016 -0.0117 0.0019
H 4.547158 -0.397558 0.698626 -0.0120 0.0009 -0.0088
H 4.593443 -2.143067 0.997858 0.0256 0.0233 -0.0295
H 1.804074 -0.847443 4.950111 -0.0130 0.0053 -0.0065
H 2.222655 -2.059854 0.167370 0.0306 0.0231 -0.2019
H 1.754656 -0.296084 0.135911 0.0601 -0.1441 -0.3589
O -5.063604 -0.873489 -2.842803 -0.0126 0.0055 -0.0195
C -3.684858 -0.853797 -3.202547 -0.0157 -0.0561 0.0024
C -2.844452 -1.563422 -2.135854 0.0498 -0.0883 -0.2812
C -3.244536 -3.042538 -2.038116 0.1920 -0.0131 0.0502
O -2.958848 -3.580561 -0.736816 -0.0682 0.2017 0.0801
C -1.379041 -1.374977 -2.567228 -0.0353 0.1158 0.0789
Se -0.020153 -2.531656 -1.767217 -0.0258 0.0859 0.1149
C -3.139004 -0.933542 -0.776789 -0.0177 -0.0841 0.2001
Se -2.594877 -2.309104 0.484580 -0.2411 0.0798 -0.1761
H -5.557935 -0.381078 -3.503198 0.0074 -0.0031 0.0108
H -3.320490 0.174143 -3.298173 -0.0102 0.0156 0.0001
H -3.535110 -1.358735 -4.164152 0.0035 -0.0150 0.0129
H -2.657741 -3.638093 -2.741643 -0.0475 0.0384 -0.0594
H -4.312529 -3.162604 -2.231716 -0.0055 -0.0052 0.0222
H 0.707441 -4.889420 -0.543633 -0.0174 0.0445 -0.0109
H -1.069513 -0.350763 -2.356777 -0.0343 0.0065 -0.0058
H -1.301999 -1.542958 -3.644339 -0.0004 -0.0612 -0.0036
H -4.204351 -0.759715 -0.647111 0.0041 0.0616 -0.0155
H -2.539571 -0.040575 -0.592538 -0.0134 -0.0160 0.0313
O 1.701357 1.334647 -0.178022 0.0011 -0.1406 0.1538
C 0.515009 1.760033 -0.220161 0.0821 0.1557 -0.0636
O -0.513500 1.129511 -0.507951 -0.1166 0.0184 -0.0174
C 0.344313 3.245752 0.118682 -0.0160 -0.0458 -0.0155
C -0.929324 3.773828 0.300711 0.0022 -0.0132 -0.0316
C -1.102949 5.111750 0.609048 -0.0293 0.0137 0.0022
C 0.021113 5.913194 0.718728 -0.0015 -0.0115 -0.0014
C 1.301625 5.418896 0.537737 0.0301 0.0173 -0.0076
C 1.454153 4.074844 0.242252 0.0035 -0.0254 0.0285
N -0.151525 7.337841 1.039407 -0.0024 -0.0321 0.0090
O -1.284371 7.753550 1.199876 0.0258 0.0220 -0.0036
O 0.846737 8.028119 1.129843 -0.0258 0.0157 -0.0018
H -1.775779 3.110112 0.189143 -0.0003 -0.0033 0.0121
H -2.082051 5.541080 0.761453 0.0048 -0.0059 -0.0032
H 2.148328 6.082892 0.629483 -0.0027 -0.0095 0.0081
H 2.434433 3.639587 0.105990 -0.0019 -0.0002 -0.0093
O 2.946696 -3.501564 -0.051106 0.0981 -0.0784 -0.0566
S 2.370694 -4.598255 0.753186 -0.0206 -0.2139 0.0918
O 1.458245 -5.443156 -0.277091 0.0658 0.0443 0.0373
O 1.457741 -4.086207 1.760109 0.0765 0.0772 0.0737
O 3.342198 -5.558664 1.197289 -0.0075 0.0594 -0.0573
```
Positions in Å, forces in eV/Å.

Results
calculated total energy = -199416.497 eV
multiplicity = 1
strongest force on any atom = 0.49 eV Å⁻¹
total charge = -1
LUMO energy = 1.55 eV

Results of the natural (NBO) charge analysis, in e, for atoms 1 through 6:
1. Pt 0.39
2. C -0.68
3. C 0.40
4. N -0.27
5. N -0.36
6. C 0.27



No. 2
Here is a cluster of 2 separate species, C4H7BrN2 in total at a distorted geometry from the OMol25 dataset. Energies are from ωB97M-V with the def2-TZVPD basis set.

XYZ file:
```
14
Properties=species:S:1:pos:R:3:forces:R:3
C -1.345495 -0.990165 -0.549136 1.1477 0.1887 -3.2167
C 1.704665 0.846364 -0.559620 -0.8320 1.1556 -0.9998
C -2.405887 -1.670911 0.165125 0.1362 -3.2517 -1.0146
C 2.417552 1.856600 0.246374 1.7966 -0.4103 2.7612
N -0.904995 0.154455 -0.167092 -0.8020 -1.4799 -0.8557
N -0.304350 1.116490 -0.073925 1.3709 1.5006 0.1895
Br 1.950684 -0.916890 -0.121941 0.6303 -0.8409 0.4850
H -1.002468 -1.329809 -1.608384 -0.5007 0.8537 2.0215
H -3.358560 -1.856502 -0.393118 0.8989 0.2815 0.2961
H -2.566037 -1.084009 0.981962 -1.0314 1.2396 2.5881
H -1.982990 -2.665102 0.505436 -0.8404 0.8419 -0.2142
H 1.809543 2.708286 0.426298 -0.8821 0.9071 -0.5658
H 2.603475 1.552341 1.367139 0.3389 0.1467 -1.9472
H 3.384863 2.278851 -0.219112 -1.4309 -1.1327 0.4726
```
Positions in Å, forces in eV/Å.

Results
calculated total energy = -77278.208 eV
multiplicity = 1
strongest force on any atom = 3.42 eV Å⁻¹
total charge = 0
LUMO energy (alpha / beta) = -0.43 / -0.43 eV

Results of the natural (NBO) charge analysis, in e, for atoms 1 through 6:
1. C -0.14
2. C -0.11
3. C -0.64
4. C -0.78
5. N 0.02
6. N -0.02



No. 3
Here is a cluster of 2 separate species, C16H21NO4 in total from the OMol25 dataset. Energies are from ωB97M-V with the def2-TZVPD basis set.

XYZ file:
```
42
Properties=species:S:1:pos:R:3:forces:R:3
C -2.910343 1.242688 0.401315 0.0572 -0.5312 0.2064
C -1.515489 0.636203 0.319879 0.0505 0.1129 -0.1066
O -0.503830 1.606232 -0.038161 -0.0346 -0.2483 -0.4285
C -0.208911 1.611999 -1.383030 -0.1514 0.2998 0.0714
C 0.654902 0.651136 -1.914079 -0.2898 0.2861 -0.0419
C 0.961877 0.659623 -3.270142 -0.1596 0.2556 0.4206
C 0.386349 1.627848 -4.086085 -0.0380 -0.0599 0.2046
C -0.469007 2.593318 -3.550070 0.1290 -0.2964 0.3446
C -0.764973 2.603852 -2.193771 0.4684 -0.3558 -0.0338
C -1.069498 3.600613 -4.464160 0.1525 -0.4243 -0.1347
O -1.333869 4.716819 -4.110968 -0.4394 0.6707 0.2277
C -1.297732 3.116573 -5.847538 0.1288 -0.4167 -0.2148
C -0.486870 2.189164 -6.353474 -0.3797 0.2247 -0.0577
C 0.644554 1.669140 -5.546224 -0.2902 0.1424 0.2914
O 1.688697 1.335703 -6.040106 0.4624 -0.4526 -0.3607
H -3.032135 2.094271 -0.257052 0.0679 0.1854 -0.0431
H -3.629878 0.487010 0.093208 -0.1552 -0.0378 -0.0263
H -3.155690 1.501167 1.425786 -0.0356 0.3716 0.0561
H -1.188847 0.207732 1.258194 -0.0643 -0.0494 0.2643
H -1.528369 -0.179318 -0.400232 0.2477 -0.0194 -0.2378
H 1.056456 -0.083389 -1.231816 0.1103 -0.1229 -0.0504
H 1.628312 -0.083885 -3.677685 0.0880 0.0013 -0.1601
H -1.404115 3.359975 -1.768720 -0.0766 0.1118 0.0322
H -2.117229 3.517077 -6.422266 -0.0419 0.3107 -0.0139
H -0.620845 1.814350 -7.355936 0.2128 0.0045 -0.1938
C 1.379535 -4.157826 5.143072 -0.1377 0.0079 0.0733
O 0.893105 -2.857396 5.418151 0.0724 -0.0712 -0.0388
C 1.582911 -1.801842 4.778776 -0.0072 0.1986 0.0492
C 1.120872 -1.512464 3.343806 -0.0278 -0.2190 -0.0866
C 1.627886 -2.521871 2.318637 0.0690 0.0326 -0.0709
N -0.338804 -1.418740 3.237445 0.0150 0.1034 0.1873
H 2.466794 -4.161468 5.024068 0.0142 0.0078 -0.0382
H 0.914016 -4.580913 4.249608 0.0912 -0.0207 -0.0427
H 1.119337 -4.790861 5.990772 -0.0004 0.0314 0.0168
H 1.380410 -0.914702 5.384748 -0.0379 -0.0295 0.0208
H 2.665946 -1.977150 4.815949 0.0031 -0.0395 -0.0705
H 1.535127 -0.537063 3.071610 0.0084 0.0359 0.0688
H 1.087385 -3.466520 2.375695 -0.0179 -0.0056 0.0515
H 1.489405 -2.132642 1.309800 -0.0430 0.0067 0.0125
H 2.691071 -2.726555 2.457819 -0.0067 -0.0082 0.0099
H -0.667501 -0.674548 3.847266 0.0015 0.0413 -0.0721
H -0.731009 -2.263336 3.645910 -0.0150 -0.0348 -0.0855
```
Positions in Å, forces in eV/Å.

Results
SMILES = CCOc1ccc2c(c1)C(=O)C=CC2=O.COC[C@@H](C)N
calculated total energy = -26611.098 eV
multiplicity = 1
strongest force on any atom = 0.83 eV Å⁻¹
total charge = 0
LUMO energy = -0.81 eV

Results of the natural (NBO) charge analysis, in e, for atoms 1 through 6:
1. C -0.64
2. C -0.07
3. O -0.52
4. C 0.31
5. C -0.25
6. C -0.18



Results for energy above the lowest of the compared OMol25 structures with the same formula, charge and spin: 5.0 109.2 81.7 (in kcal per mole, following the order of the records).